Entry from the OMol25 dataset: the molecule C3H3NO2S in a non-equilibrium geometry (ωB97M-V with the def2-TZVPD basis set).

Each atom is followed by the atoms it is bonded to, with distances in Å.
Atoms and positions in Å:
1 O 1.941 0.120 -0.783  C2 1.202
2 C 1.315 -0.741 -0.225  O1 1.202, C3 1.501, H8 1.114
3 C 0.114 -0.470 0.635  C2 1.501, O4 1.413, S7 1.812, H9 1.069
4 O -0.062 0.929 0.714  C3 1.413, C5 1.429
5 C -1.054 1.292 -0.247  O4 1.429, N6 1.275, H10 1.089
6 N -1.732 0.368 -0.807  C5 1.275, S7 1.712
7 S -1.344 -1.175 -0.176  C3 1.812, N6 1.712
8 H 1.686 -1.791 -0.233  C2 1.114
9 H 0.260 -0.884 1.610  C3 1.069
10 H -1.125 2.351 -0.489  C5 1.089

SMILES string = O=C[C@H]1OC=NS1
E = -719.49018 Eh
LUMO level = 0.56 eV
M = 117.1 g mol⁻¹
gap between HOMO and LUMO = 9.587 eV

In the Löwdin picture, each atom carries the following charge in e: 0.09, -0.28, -0.56, -0.08, -0.23, -0.26, 0.94, 0.13, 0.11, 0.14



Entry from the OMol25 dataset: a cluster of 2 separate species, C28H30N2O7 in total in a non-equilibrium geometry (ωB97M-V with the def2-TZVPD basis set).

Each atom is followed by the atoms it is bonded to, with distances in Å.
Atoms and positions in Å:
1 C 1.839 -0.167 -0.398  O2 1.435, H22 1.095, H23 1.093, H24 1.094
2 O 1.115 0.767 0.417  C1 1.435, C3 1.374
3 C 0.375 0.250 1.452  O2 1.374, C4 1.400, C9 1.392
4 C -0.181 -1.035 1.461  C3 1.400, C5 1.389, H25 1.082
5 C -0.903 -1.490 2.558  C4 1.389, O6 1.360, C7 1.399
6 O -1.413 -2.750 2.528  C5 1.360, H26 0.986
7 C -1.087 -0.666 3.673  C5 1.399, C8 1.400, C20 1.456
8 C -0.562 0.632 3.663  C7 1.400, C9 1.392, O10 1.373
9 C 0.163 1.070 2.557  C3 1.392, C8 1.392, H27 1.084
10 O -0.713 1.503 4.714  C8 1.373, C11 1.439
11 C -1.811 1.251 5.611  O10 1.439, C12 1.516, C19 1.526, H28 1.097
12 C -1.749 2.186 6.803  C11 1.516, C13 1.406, C18 1.405
13 C -0.522 2.657 7.304  C12 1.406, C14 1.400, H29 1.087
14 C -0.490 3.528 8.398  C13 1.400, C15 1.393, H30 1.085
15 C -1.672 3.935 9.012  C14 1.393, O16 1.365, C17 1.396
16 O -1.622 4.789 10.076  C15 1.365, H31 0.970
17 C -2.896 3.466 8.531  C15 1.396, C18 1.401, H32 1.085
18 C -2.935 2.596 7.434  C12 1.405, C17 1.401, H33 1.086
19 C -1.807 -0.197 6.090  C11 1.526, C20 1.515, H34 1.093, H35 1.093
20 C -1.789 -1.100 4.874  C7 1.456, C19 1.515, O21 1.228
21 O -2.328 -2.201 4.930  C20 1.228
22 H 2.385 -0.887 0.221  C1 1.095
23 H 1.159 -0.712 -1.059  C1 1.093
24 H 2.565 0.369 -1.017  C1 1.094
25 H -0.070 -1.707 0.620  C4 1.082
26 H -1.887 -2.880 3.382  O6 0.986
27 H 0.575 2.072 2.558  C9 1.084
28 H -2.743 1.442 5.066  C11 1.097
29 H 0.413 2.353 6.841  C13 1.087
30 H 0.457 3.896 8.780  C14 1.085
31 H -2.517 4.974 10.399  O16 0.970
32 H -3.824 3.773 9.001  C17 1.085
33 H -3.895 2.240 7.070  C18 1.086
34 H -0.920 -0.391 6.699  C19 1.093
35 H -2.695 -0.403 6.693  C19 1.093
36 C 1.859 -2.450 -7.980  N37 1.462, H52 1.092, H53 1.091, H54 1.092
37 N 1.069 -2.182 -6.779  C36 1.462, C38 1.338, H55 1.006
38 C 0.435 -1.029 -6.540  N37 1.338, O39 1.226, C40 1.541
39 O 0.475 -0.095 -7.333  C38 1.226
40 C -0.348 -0.866 -5.222  C38 1.541, C41 1.537, N48 1.477, H56 1.091
41 C 0.533 -0.892 -3.963  C40 1.537, C42 1.518, H57 1.088, H58 1.091
42 C 1.671 0.111 -4.016  C41 1.518, C43 1.408, C47 1.409
43 C 1.481 1.421 -3.538  C42 1.408, C44 1.406, H59 1.081
44 C 2.521 2.363 -3.630  C43 1.406, C45 1.406, H60 1.081
45 C 3.751 2.001 -4.206  C44 1.406, C46 1.405, H61 1.081
46 C 3.945 0.693 -4.681  C45 1.405, C47 1.406, H62 1.081
47 C 2.909 -0.252 -4.582  C42 1.409, C46 1.406, H63 1.080
48 N -1.573 -1.674 -5.060  C40 1.477, C49 1.335, H64 1.009
49 C -1.824 -2.985 -5.037  N48 1.335, C50 1.516, O51 1.219
50 C -0.738 -4.038 -5.128  C49 1.516, H65 1.087, H66 1.090, H67 1.084
51 O -2.980 -3.357 -4.924  C49 1.219
52 H 2.599 -1.659 -8.116  C36 1.092
53 H 2.369 -3.410 -7.897  C36 1.091
54 H 1.206 -2.462 -8.854  C36 1.092
55 H 0.987 -2.911 -6.091  N37 1.006
56 H -0.707 0.163 -5.277  C40 1.091
57 H 0.955 -1.885 -3.819  C41 1.088
58 H -0.093 -0.672 -3.097  C41 1.091
59 H 0.534 1.711 -3.105  C43 1.081
60 H 2.372 3.370 -3.265  C44 1.081
61 H 4.546 2.729 -4.284  C45 1.081
62 H 4.889 0.416 -5.127  C46 1.081
63 H 3.065 -1.252 -4.956  C47 1.080
64 H -2.424 -1.136 -4.989  N48 1.009
65 H -0.485 -4.200 -6.173  C50 1.087
66 H -1.141 -4.970 -4.732  C50 1.090
67 H 0.128 -3.766 -4.537  C50 1.084

SMILES string = COc1cc(O)c2c(c1)O[C@H](c1ccc(O)cc1)CC2=O.CNC(=O)[C@H](Cc1ccccc1)NC(C)=O
E = -1721.19816 Eh
LUMO level = 0.34 eV
M = 506.6 g mol⁻¹
gap between HOMO and LUMO = 8.978 eV

In the Löwdin picture, each atom carries the following charge in e: -0.06, -0.07, -0.25, 0.05, -0.23, 0.08, -0.03, -0.18, 0.07, 0.01, -0.26, -0.17, -0.01, 0.00, -0.32, 0.05, -0.02, -0.02, -0.02, -0.30, 0.07, 0.10, 0.07, 0.09, 0.12, 0.08, 0.13, 0.16, 0.12, 0.12, 0.11, 0.11, 0.12, 0.15, 0.14, -0.05, 0.02, -0.46, 0.07, -0.19, -0.11, -0.23, -0.04, -0.07, -0.08, -0.07, -0.04, 0.12, -0.54, 0.01, 0.04, 0.09, 0.09, 0.09, 0.08, 0.15, 0.10, 0.12, 0.11, 0.10, 0.10, 0.10, 0.10, 0.15, 0.08, 0.09, 0.06



> What is the LUMO level in the first record?

0.56 eV